[1]
Below is a structure of composition H16O8Tl in a non-equilibrium geometry, with properties calculated with ωB97M-V/def2-TZVPD.

Element x y z (Å)
H -10.1520 -17.0260 10.8340
O -11.0440 -16.9170 14.1130
H -7.7830 -13.4590 12.5940
O -9.7930 -14.7530 15.1650
H -10.5450 -14.1910 15.4890
O -10.5820 -12.9370 13.2460
O -8.3210 -16.7320 13.9410
O -11.9620 -15.1840 12.3440
H -12.1990 -15.3870 11.3860
H -8.1520 -16.5320 14.8490
H -12.7010 -15.0440 12.8750
H -8.9990 -14.5030 10.4700
H -9.0560 -14.4720 15.7340
O -8.0670 -14.1270 13.2280
O -9.7930 -14.4150 11.0190
H -9.2210 -17.8550 11.7620
H -7.5490 -17.0510 13.4680
H -11.4890 -12.6290 13.2340
H -11.5460 -16.6570 14.9050
H -10.0180 -12.2070 13.5560
H -10.2110 -13.6200 10.7260
Tl -9.8560 -15.3120 13.1000
O -9.7420 -17.0600 11.7320
H -11.6400 -17.4560 13.5830
H -7.1960 -14.5530 13.3590

Atomic forces in eV per Å
0.480 -0.178 0.683
-0.506 0.000 1.026
-0.453 0.769 -0.367
-1.077 1.175 2.585
0.697 -0.549 -0.231
0.529 -0.057 0.161
-0.231 -0.114 -0.931
1.441 -0.533 -3.448
-0.113 0.530 1.761
0.748 -0.490 1.193
-2.575 0.261 1.126
-0.039 -0.123 -0.225
0.146 -0.040 -0.082
2.654 0.636 -0.266
1.031 -0.918 -0.591
0.456 -0.949 0.140
0.610 -0.334 0.374
-0.380 0.489 -0.068
0.133 -0.449 0.071
-0.382 -0.006 -0.040
-0.750 1.239 -0.241
-1.037 -0.031 -1.074
-0.919 0.246 -1.859
-0.158 -0.367 -0.163
-0.305 -0.206 0.467

Computed properties:
- Net charge: +3
- HOMO level: -24.0 eV
- Spin multiplicity: 1
- Orbital gap: 11.9 eV
- ΔE to the lowest compared entry with this formula, charge and spin: 10.23 kcal/mol

---

[2]
Below is a structure of composition H17NaO9 in a non-equilibrium geometry, with properties calculated with ωB97M-V/def2-TZVPD.

Element x y z (Å)
O -1.8783 -1.0824 -2.2830
O 0.1457 0.5591 -1.8226
O -2.1415 -0.8994 0.8473
H 0.5313 -2.1243 3.1912
H -2.4340 -0.1051 0.4003
O -2.1330 1.5197 -0.2690
H 0.2397 1.2535 2.5102
H 1.0009 -0.9366 -1.9962
H 3.6082 -0.8806 0.6176
H -1.5266 -1.9666 -2.1794
O 3.0236 -0.3506 1.1593
H 0.7584 1.9780 -1.3205
H -1.3918 1.1278 -0.7308
H 3.4097 -0.3857 2.0345
H -2.4320 2.2216 -0.8472
Na 0.4105 -0.3387 0.4205
H 0.4262 -2.3362 -2.0486
H -1.1331 -0.5062 -2.1127
H -2.7560 -1.5755 0.5620
O 1.0030 2.7586 -0.8235
O 0.0388 -1.6978 2.4900
H -0.8463 -2.0539 2.5675
H 0.8252 0.6859 -2.5131
H 0.5488 2.6956 2.1689
H 1.0234 2.4663 0.0878
O 0.4408 1.8306 1.7735
O 1.2383 -1.8571 -1.8839

Atomic forces in eV per Å
-1.295 -1.022 -0.122
0.676 -0.520 -0.157
0.510 -0.769 0.712
0.283 -0.079 0.106
-0.393 0.893 -0.379
-0.501 -0.023 0.620
-0.146 -0.185 0.358
-0.648 1.069 -0.011
0.109 -0.153 -0.314
-0.198 -0.201 -0.057
-0.429 0.042 -0.021
-0.601 -0.830 -0.271
0.694 0.188 -0.848
0.060 0.080 0.231
-0.034 0.107 -0.127
0.141 -0.057 -0.256
0.019 -0.119 -0.164
1.125 1.114 -0.125
-0.031 -0.159 -0.245
0.765 1.759 0.506
0.306 0.212 -0.044
-0.455 0.150 -0.209
-0.786 0.126 0.243
-0.029 0.335 -0.025
0.016 -0.052 -0.097
0.053 -0.451 0.165
0.790 -1.455 0.528

Computed properties:
- Net charge: 0
- HOMO level: -9.2 eV
- Spin multiplicity: 1
- Orbital gap: 8.7 eV
- ΔE to the lowest compared entry with this formula, charge and spin: 0.00 kcal/mol

---

[3]
Below is a cluster of 8 separate species, H17O8 in total in a non-equilibrium geometry, with properties calculated with ωB97M-V/def2-TZVPD.

Element x y z (Å)
O -0.5645 -2.6807 -0.8613
H -0.9033 -2.8212 -0.1061
H 0.4289 3.1922 0.5338
H 0.0275 -1.0175 -0.4023
H -1.5644 -0.0609 2.1415
H 2.9180 -1.2685 -0.5583
H -0.6432 -1.2804 2.8282
O -0.2917 0.3859 -2.9734
H 0.1575 0.2573 -1.0461
O -0.5668 -0.2944 2.2978
H -1.2599 -2.6785 -1.4785
H -2.8733 1.0773 -0.9478
O -0.1837 2.4342 0.6619
H 0.9589 1.7843 2.3332
H -0.9647 2.8778 1.1907
H 0.2207 -0.2341 -3.6955
H -0.0953 0.0595 0.5617
H -2.6708 0.3235 0.2084
O 3.0022 -2.2560 -0.3354
H 2.6567 1.6502 2.2521
H 2.8902 -2.6753 -1.1372
O 1.7502 1.9870 2.8292
H -0.4774 1.1388 -3.3989
O -2.4258 0.2743 -0.6827
O 0.4738 -0.1747 -0.2153

Atomic forces in eV per Å
5.315 2.435 -7.287
-3.949 -2.130 8.872
-0.392 -0.675 0.157
0.251 -2.326 -0.487
2.626 -0.677 0.876
0.357 -2.294 0.553
0.429 4.206 -2.201
3.245 -7.102 0.316
-0.027 1.100 -0.267
-3.247 -3.386 1.156
-1.427 -0.013 -1.392
-0.027 0.390 -1.049
-2.072 1.904 1.389
0.038 -0.330 -0.611
2.318 -1.236 -1.558
-1.974 2.477 2.715
0.413 0.912 0.605
-0.534 -0.550 2.400
-0.057 3.884 2.219
-4.385 1.387 2.394
-0.304 -1.583 -2.762
4.510 -1.067 -1.704
-1.094 4.572 -2.636
0.513 0.090 -1.292
-0.526 0.015 -0.407

Computed properties:
- Net charge: +1
- HOMO level: -13.7 eV
- Spin multiplicity: 1
- Orbital gap: 10.0 eV
- ΔE to the lowest compared entry with this formula, charge and spin: 97.56 kcal/mol

---

[4]
Below is a cluster of 9 separate species, H17O9 in total in a non-equilibrium geometry, with properties calculated with ωB97M-V/def2-TZVPD.

Element x y z (Å)
O -2.9026 -2.5560 0.4449
O 1.4924 -2.9740 -0.5350
H -1.1087 1.4302 1.7306
H 0.4087 1.7837 1.6256
O -2.7321 1.4026 0.1557
H 1.4188 3.5347 -0.8227
H -3.2615 -2.1529 -0.3591
H 3.6696 -0.4397 -0.3638
H -2.4672 2.3103 -0.0009
H -0.0796 3.4123 -0.4059
O 0.5833 3.9763 -0.8091
O 0.1042 -0.7360 -0.1683
O -0.3728 1.9147 2.1213
O -2.0084 -0.6541 -1.4210
H 1.5710 0.1527 0.3273
H -2.1535 -1.9517 0.4979
H -1.6196 -0.8116 -2.2828
O 3.7583 -1.3892 -0.2846
H 2.7074 0.7455 1.2364
H 0.8813 -2.1853 -0.6007
H 1.1722 -3.5998 -1.1847
H -1.1481 -0.5839 -0.7801
O 2.0075 0.9832 0.6361
H -2.3497 0.9034 -0.5850
H 2.9280 -1.7789 0.0353
H -0.0324 -0.6913 0.7792

Atomic forces in eV per Å
-0.133 0.349 -0.270
-0.330 0.140 -0.078
0.172 -0.061 -0.391
1.343 -0.668 -1.184
0.035 0.334 0.321
0.484 -0.843 0.251
-0.252 -0.273 -0.046
-0.451 0.091 0.020
-0.028 0.199 0.060
0.372 -0.371 0.192
-0.818 1.124 -0.352
0.322 0.138 0.138
-1.568 0.704 1.427
-0.056 0.442 0.155
-0.482 0.221 -0.235
0.417 -0.263 0.416
0.029 0.017 -0.088
0.667 -0.271 0.280
0.276 -0.229 0.359
0.036 -0.065 0.475
0.046 -0.132 -0.058
0.148 -0.511 -0.639
0.037 0.409 -0.269
-0.195 -0.452 -0.260
0.085 0.133 -0.528
-0.158 -0.163 0.304

Computed properties:
- Net charge: -1
- HOMO level: -6.5 eV
- Spin multiplicity: 1
- Orbital gap: 9.8 eV
- ΔE to the lowest compared entry with this formula, charge and spin: 10.11 kcal/mol

---

[5]
Below is a cluster of 10 separate species, H18NO12 in total in a non-equilibrium geometry, with properties calculated with ωB97M-V/def2-TZVPD.

Element x y z (Å)
H -0.4052 0.9304 -2.8047
O 0.3651 -2.9346 1.1973
O 3.1221 0.1437 0.3061
O -2.2843 0.0045 3.1037
O -0.3648 -0.2227 -1.0251
H 1.3675 -0.8984 2.7784
H 0.1402 2.9125 -0.7946
H -0.0543 2.7265 0.6883
H 2.4306 -0.5060 0.4458
H -0.6870 -3.5387 -1.0176
O 0.2978 -0.0600 0.9821
O -1.2763 1.0910 0.3110
O 2.3660 -0.9499 -2.3070
H -3.0116 2.2242 -0.7720
H 3.0160 -0.5766 -1.6610
O 0.5394 3.1312 0.0606
H -3.3052 1.2416 -1.8958
H 2.7892 0.9552 0.7060
H -0.2309 -3.1021 1.9330
H -1.0108 -2.1823 -1.5019
H -1.8941 0.3689 2.2885
O 1.4816 -0.3368 3.5707
H 0.4234 -1.9606 1.0625
N -0.4606 0.2388 0.1054
H 1.6597 -0.3075 -2.3262
H 0.7738 1.4634 -3.6183
H -1.6554 -0.6703 3.3770
O -1.4156 -3.0633 -1.4276
O -0.1917 1.3875 -3.6347
O -3.6953 1.9838 -1.4177
H 1.1707 0.5068 3.2881

Atomic forces in eV per Å
-0.053 -0.038 -0.055
0.420 0.377 -0.128
0.543 0.155 -0.059
0.196 0.080 -0.302
0.420 -1.259 -1.747
0.121 0.455 0.652
0.116 0.086 0.253
-0.396 -0.304 0.297
-0.349 0.010 0.055
-0.040 -0.243 0.233
2.621 -1.867 2.919
-3.086 2.506 1.027
1.287 0.102 0.408
-0.214 -0.308 -0.225
-0.872 -0.288 -0.625
0.451 0.363 -0.614
-0.008 0.093 0.153
-0.123 -0.102 -0.110
-0.045 0.269 -0.095
-0.358 -0.029 -0.019
-0.196 -0.039 0.225
0.320 -1.473 -0.110
-0.383 -0.680 0.136
-0.215 0.540 -2.304
-0.395 0.095 0.242
-0.320 -0.020 -0.085
0.057 0.071 0.042
0.374 0.338 -0.143
0.359 0.015 0.287
0.220 0.143 0.078
-0.451 0.949 -0.387

Computed properties:
- Net charge: -1
- HOMO level: -7.4 eV
- Spin multiplicity: 1
- Orbital gap: 10.3 eV
- ΔE to the lowest compared entry with this formula, charge and spin: 25.08 kcal/mol